This record from the Open Molecules 2025 dataset describes one molecule with the formula CH2ClPS in a non-equilibrium geometry. The level of theory is the ωB97M-V functional and the def2-TZVPD basis.

```
6
CH2ClPS, DFT the ωB97M-V functional and the def2-TZVPD basis
C -0.98 -0.05 -0.02
P 0.68 0.00 0.10
S 1.47 1.75 0.05
Cl 1.94 -1.74 0.02
H -1.40 1.00 -0.18
H -1.72 -0.96 0.03
```

Summary:
Relative energy (zero: lowest compared OMol25 entry of this formula, charge and spin): 22.3 kcal per mole
Maximum force: 4.9 eV Å⁻¹
Frontier orbital gap (spin up / spin down): 6.24 / 7.04 eV
Spin multiplicity: 3

Atom charges from the Löwdin analysis, given in e for atoms 1 to 4:
1 C -0.32
2 P -0.07
3 S 0.23
4 Cl 0.06